104
Properties=species:S:1:pos:R:3:forces:R:3:lowdin_charge:R:1 method="wB97M-V/def2-TZVPD" homo_lumo_gap_ha=0.243 total_charge=+1 spin_multiplicity=1
Sn 0.107 0.114 -0.270 0.12 0.45 -0.23 1.065
O 6.919 -1.106 2.476 -0.07 -0.03 0.04 -0.050
C 6.809 -0.543 1.187 0.09 0.05 -0.13 -0.204
C 5.357 -0.362 0.841 -0.16 -0.01 0.13 -0.162
C 4.958 -0.030 -0.448 0.07 0.01 0.07 0.007
C 3.611 0.161 -0.695 0.06 0.00 -0.16 -0.112
N 2.682 0.040 0.244 -0.08 0.12 0.09 0.007
C 3.047 -0.288 1.480 0.28 0.04 -0.07 -0.202
C 4.379 -0.492 1.819 0.00 -0.10 -0.04 0.067
C 1.956 -0.297 2.482 -0.16 -0.04 0.25 -0.211
C 2.184 -0.528 3.830 0.02 0.05 -0.04 0.062
C 1.169 -0.321 4.757 -0.02 -0.05 -0.10 -0.156
C 1.437 -0.552 6.225 -0.03 0.00 0.00 -0.199
O 2.329 -1.621 6.458 0.08 0.03 -0.01 -0.042
C -0.055 0.137 4.292 0.11 -0.03 0.05 0.021
C -0.225 0.289 2.930 -0.04 0.09 0.05 -0.147
N 0.734 0.042 2.042 -0.10 0.07 -0.17 -0.013
H 7.846 -1.177 2.716 0.04 0.02 -0.02 0.100
H 7.282 -1.179 0.430 -0.03 -0.01 0.00 0.132
H 7.297 0.438 1.141 -0.01 -0.01 -0.01 0.138
H 5.684 0.090 -1.242 -0.03 0.00 -0.02 0.124
H 3.254 0.427 -1.685 0.02 0.01 0.00 0.116
H 4.686 -0.743 2.821 -0.04 -0.02 0.03 0.113
H 3.149 -0.853 4.189 0.03 0.02 -0.04 0.123
H 0.493 -0.687 6.759 0.00 0.03 0.00 0.128
H 1.924 0.337 6.630 -0.04 0.00 0.04 0.139
H 1.881 -2.455 6.285 -0.04 -0.01 0.00 0.100
H -0.870 0.359 4.967 -0.01 -0.02 -0.01 0.128
H -1.165 0.642 2.528 0.03 0.03 0.03 0.071
C -2.603 0.345 -2.546 -0.07 -0.04 0.11 -0.142
C -3.580 0.286 -1.368 0.33 0.11 -0.04 -0.516
C -4.596 1.418 -1.487 0.01 -0.09 0.03 -0.102
P -2.621 0.266 0.247 -0.52 -0.11 0.11 0.998
C -3.618 -0.966 1.235 0.15 0.16 0.08 -0.529
C -5.129 -0.751 1.327 0.06 -0.02 -0.10 -0.102
C -3.037 -1.208 2.627 -0.01 -0.03 -0.13 -0.129
C -2.671 1.953 0.890 0.11 -0.16 0.01 -0.325
C -3.816 2.517 1.464 0.05 0.09 0.01 -0.064
C -3.897 3.855 1.797 -0.14 0.00 0.08 -0.281
C -5.150 4.447 2.389 0.14 -0.01 -0.09 -0.050
C -2.783 4.649 1.519 0.03 -0.11 -0.03 -0.025
C -1.632 4.123 0.974 0.06 0.01 -0.06 -0.015
C -1.514 2.749 0.668 -0.17 -0.04 0.03 -0.323
N -0.344 2.210 0.183 0.12 -0.21 0.00 -0.157
C 0.761 3.073 -0.107 -0.09 -0.02 0.02 -0.273
C 1.025 3.378 -1.452 0.08 -0.03 -0.01 -0.213
C 0.085 2.924 -2.536 0.06 0.04 0.07 -0.052
C 2.155 4.115 -1.779 0.03 0.02 0.02 -0.010
C 3.026 4.583 -0.802 0.04 0.02 -0.02 -0.270
C 4.272 5.336 -1.187 -0.09 -0.09 0.01 -0.048
C 2.713 4.330 0.524 0.00 -0.01 -0.02 -0.010
C 1.593 3.587 0.894 0.04 0.09 -0.02 -0.206
C 1.316 3.414 2.365 -0.04 -0.11 -0.07 -0.022
H -3.140 0.242 -3.490 0.01 0.02 -0.01 0.086
H -1.853 -0.447 -2.491 -0.01 0.00 -0.07 0.037
H -2.088 1.307 -2.554 0.00 -0.06 -0.05 0.049
H -4.099 -0.677 -1.390 0.02 -0.02 0.03 0.103
H -4.101 2.387 -1.423 0.00 0.02 -0.01 0.083
H -5.362 1.384 -0.714 -0.01 0.03 0.02 0.064
H -5.092 1.352 -2.458 -0.01 0.00 0.01 0.087
H -3.443 -1.868 0.636 0.04 -0.01 0.02 0.099
H -5.377 0.038 2.034 -0.03 -0.01 -0.01 0.069
H -5.585 -1.673 1.694 -0.03 0.02 0.02 0.086
H -5.581 -0.522 0.364 -0.04 0.02 0.02 0.062
H -3.101 -0.301 3.233 0.00 0.00 0.03 0.079
H -2.000 -1.538 2.572 -0.03 -0.04 0.05 0.024
H -3.611 -1.986 3.134 0.00 0.00 0.00 0.088
H -4.681 1.891 1.638 -0.01 0.00 -0.03 0.089
H -5.834 3.664 2.715 -0.03 0.03 0.02 0.074
H -5.668 5.066 1.653 -0.04 0.01 0.04 0.083
H -4.915 5.080 3.246 -0.05 -0.01 0.02 0.079
H -2.820 5.710 1.743 0.02 0.00 -0.01 0.120
H -0.788 4.770 0.778 -0.02 0.02 0.00 0.117
H 0.149 1.842 -2.685 -0.05 0.02 -0.07 0.038
H 0.330 3.408 -3.480 0.00 -0.01 -0.02 0.083
H -0.947 3.165 -2.278 0.01 -0.01 -0.02 0.076
H 2.356 4.349 -2.819 -0.04 -0.03 -0.01 0.120
H 4.067 6.044 -1.989 0.03 0.01 0.00 0.080
H 5.030 4.637 -1.546 0.05 0.07 -0.01 0.081
H 4.686 5.879 -0.339 0.01 0.01 -0.01 0.076
H 3.352 4.733 1.303 -0.01 -0.02 0.00 0.119
H 1.695 4.278 2.911 -0.02 -0.01 0.03 0.086
H 1.827 2.534 2.756 0.01 -0.10 0.07 0.071
H 0.252 3.316 2.576 0.03 -0.04 0.00 0.067
C -1.224 -6.957 -1.872 0.11 0.07 -0.02 -0.078
C -0.092 -5.939 -1.801 -0.08 -0.09 -0.04 -0.229
N -0.406 -4.818 -0.919 -0.10 -0.23 -0.12 0.007
C 0.246 -4.412 0.172 0.12 0.14 0.01 -0.832
S -0.027 -2.871 0.817 -0.06 -0.01 0.27 0.567
N 1.150 -5.224 0.761 0.00 -0.17 0.03 -0.006
C 1.006 -6.670 0.978 -0.06 0.00 0.10 -0.233
C 0.769 -6.962 2.454 0.02 0.05 -0.11 -0.073
H -0.936 -7.788 -2.514 -0.04 0.00 -0.01 0.082
H -2.124 -6.502 -2.287 -0.02 -0.02 0.02 0.077
H -1.467 -7.347 -0.883 -0.04 -0.02 -0.02 0.067
H 0.097 -5.534 -2.797 0.06 0.00 0.01 0.122
H 0.831 -6.404 -1.461 0.01 0.09 -0.10 0.104
H -1.079 -4.155 -1.264 -0.02 0.07 0.06 0.122
H 1.632 -4.754 1.510 -0.02 0.08 0.05 0.103
H 1.908 -7.177 0.630 -0.04 -0.04 -0.06 0.120
H 0.162 -7.033 0.396 0.09 0.01 0.07 0.086
H 1.619 -6.632 3.053 -0.02 -0.02 0.03 0.077
H 0.638 -8.032 2.612 0.02 0.00 0.01 0.080
H -0.125 -6.445 2.804 0.00 -0.02 0.02 0.081